C23H20Cl3O3PReTe as an isolated structure at a distorted geometry, computed with ωB97M-V with the def2-TZVPD basis set.

```
52
Properties=species:S:1:pos:R:3:mulliken_charge:R:1
Re 1.424 0.057 1.065 0.580
O 0.674 -1.478 2.930 -0.486
C -0.041 -1.042 2.074 -0.023
C -1.448 -1.141 1.735 0.611
C -2.394 -1.659 2.616 -0.641
C -3.729 -1.606 2.248 -0.629
C -4.096 -1.057 1.021 -0.679
C -3.139 -0.572 0.131 -0.249
C -1.807 -0.625 0.493 0.164
P -0.423 -0.066 -0.533 1.332
C 0.025 -1.351 -1.692 0.452
C -0.590 -2.596 -1.708 -0.419
C -0.144 -3.558 -2.603 -0.834
C 0.904 -3.276 -3.464 -0.519
C 1.520 -2.028 -3.446 -0.826
C 1.085 -1.063 -2.558 -0.204
C -1.026 1.329 -1.500 0.774
C -1.099 2.608 -0.940 -0.200
C -1.644 3.654 -1.664 -0.808
C -2.125 3.426 -2.948 -0.542
C -2.063 2.157 -3.505 -0.766
C -1.510 1.104 -2.789 -0.482
H -2.089 -2.071 3.570 0.552
H -4.489 -1.976 2.923 0.456
H -5.143 -0.999 0.754 0.469
H -3.438 -0.160 -0.825 0.554
H -1.404 -2.821 -1.029 0.446
H -0.619 -4.530 -2.627 0.439
H 1.249 -4.034 -4.155 0.439
H 2.333 -1.810 -4.126 0.449
H 1.559 -0.087 -2.537 0.400
H -0.746 2.780 0.067 -0.031
H -1.698 4.645 -1.233 0.441
H -2.548 4.244 -3.516 0.423
H -2.444 1.983 -4.503 0.448
H -1.453 0.119 -3.233 0.485
C 1.845 2.004 4.212 -1.037
Te 0.648 2.232 2.470 0.400
C 1.664 3.911 1.647 -1.002
H 2.887 2.159 3.950 0.363
H 1.683 0.999 4.594 0.339
H 1.520 2.739 4.942 0.387
H 1.258 4.802 2.118 0.394
H 1.479 3.934 0.576 0.367
H 2.726 3.818 1.853 0.370
Cl 5.813 -1.517 1.006 -0.029
C 4.231 -1.668 1.671 0.540
Cl 4.217 -2.504 3.186 -0.022
Cl 3.580 0.071 1.977 -0.187
C 3.256 -2.368 0.665 0.403
O 3.554 -3.466 0.337 -0.455
O 2.221 -1.645 0.300 -0.409
```

As for the multiplicity: 2. The HOMO-LUMO gap (spin up / spin down) comes out at 5.85 / 6.07 eV. The value obtained for the total energy is -3181.7520 Eh. As for the LUMO energy (spin up / spin down): -0.331 / -0.321 hartree. The charge is +2.

=====

A 2-piece molecular cluster, C23H20ClF6Si overall at a distorted geometry, computed with ωB97M-V with the def2-TZVPD basis set.

```
51
Properties=species:S:1:pos:R:3:mulliken_charge:R:1
F -2.100 -4.357 -2.432 -0.265
C -3.281 -4.144 -1.781 0.886
F -4.241 -4.046 -2.746 -0.258
F -3.556 -5.265 -1.047 -0.250
C -3.230 -2.945 -0.890 0.356
C -4.405 -2.231 -0.636 -0.817
C -4.328 -1.065 0.106 -0.800
C -3.117 -0.621 0.651 1.125
C -3.117 0.778 1.258 -0.443
C -2.205 1.296 2.363 1.272
C -0.880 0.878 2.552 -0.229
C -0.035 1.574 3.421 -1.165
C -0.520 2.703 4.078 0.303
C 0.411 3.472 4.957 0.889
F 0.031 4.771 5.118 -0.266
F 0.456 2.900 6.202 -0.239
F 1.687 3.490 4.467 -0.260
C -1.844 3.115 3.930 -0.810
C -2.656 2.438 3.042 -0.808
C -1.948 -1.338 0.346 -0.245
C -2.019 -2.547 -0.350 -1.069
H -5.344 -2.544 -1.072 0.450
H -5.227 -0.444 0.203 0.327
H -4.157 1.037 1.509 0.529
H -0.471 0.057 1.971 0.086
H 1.002 1.260 3.520 0.428
H -2.220 3.986 4.458 0.435
H -3.657 2.828 2.825 0.358
H -0.971 -0.908 0.552 0.283
H -1.101 -3.114 -0.543 0.429
H -2.869 1.414 0.425 -0.320
Si -2.505 3.393 -1.920 0.397
C -3.892 4.593 -1.604 -0.975
C -0.754 3.757 -1.420 -0.959
C -2.741 2.164 -3.299 0.536
C -2.535 2.790 -4.544 -0.387
C -2.676 2.066 -5.726 -1.004
C -3.024 0.706 -5.651 0.455
Cl -3.203 -0.183 -7.114 -0.170
C -3.228 0.051 -4.423 -0.893
C -3.081 0.783 -3.239 0.320
H -4.863 4.075 -1.683 0.367
H -3.807 5.036 -0.600 0.375
H -3.860 5.396 -2.367 0.390
H -0.160 2.828 -1.410 0.359
H -0.304 4.449 -2.155 0.405
H -0.707 4.213 -0.421 0.378
H -2.263 3.846 -4.592 0.372
H -2.522 2.543 -6.694 0.404
H -3.497 -1.008 -4.403 0.529
H -3.229 0.298 -2.281 0.190
```

The HOMO-LUMO gap comes out at 6.57 eV. The value obtained for the total energy is -2237.0925 Eh. As for the LUMO energy: -0.205 hartree. The charge is +1.

=====

One molecule with the formula C23H20ClNO2S at a distorted geometry, computed with ωB97M-V with the def2-TZVPD basis set.

```
48
Properties=species:S:1:pos:R:3:mulliken_charge:R:1
C -5.653 -2.328 1.502 -1.379
C -4.298 -1.734 1.239 0.891
C -4.198 -0.465 0.673 -0.791
C -2.963 0.087 0.360 -0.682
C -1.794 -0.641 0.621 -0.187
C -0.498 -0.114 -0.001 0.726
C 0.801 -0.705 0.521 0.438
C 1.756 0.099 1.144 -0.418
C 3.005 -0.447 1.440 -0.946
C 3.290 -1.786 1.159 1.004
C 4.666 -2.326 1.408 -1.480
C 2.286 -2.591 0.625 -1.034
C 1.057 -2.055 0.276 -0.534
C -1.874 -1.859 1.307 -0.197
C -3.124 -2.411 1.578 -1.146
H -5.596 -3.418 1.566 0.364
H -6.084 -1.962 2.445 0.271
H -6.356 -2.061 0.703 0.366
H -5.095 0.107 0.447 0.376
H -2.864 1.073 -0.098 0.304
H -0.506 0.975 0.133 0.662
H 1.492 1.135 1.360 0.459
H 3.768 0.180 1.883 0.405
H 4.660 -3.417 1.487 0.366
H 5.348 -2.062 0.589 0.261
H 5.098 -1.914 2.325 0.384
H 2.462 -3.651 0.452 0.305
H 0.277 -2.668 -0.182 0.544
H -0.968 -2.384 1.615 0.545
H -3.196 -3.383 2.048 0.364
N 2.103 6.912 -0.174 -0.501
C 1.840 5.820 -0.508 -0.111
C 1.531 4.478 -0.919 0.467
C 2.564 3.616 -1.304 -0.669
C 2.279 2.311 -1.700 -0.585
C 0.958 1.838 -1.683 1.045
S 0.712 0.197 -2.398 0.425
C -0.764 -0.010 -3.165 -0.056
Cl -0.845 -0.956 -4.578 -0.182
O 1.866 -0.698 -2.317 -0.583
O -0.498 -0.605 -1.273 -0.457
C -0.089 2.725 -1.376 -0.152
C 0.207 4.024 -0.949 -0.904
H 3.598 3.964 -1.306 0.451
H 3.082 1.655 -2.038 0.448
H -1.716 0.334 -2.829 0.237
H -1.136 2.416 -1.463 0.429
H -0.594 4.703 -0.645 0.458
```

The HOMO-LUMO gap comes out at 5.79 eV. The value obtained for the total energy is -1951.8074 Eh. As for the LUMO energy: -0.048 hartree. The SMILES is Cc1ccc(C(O[S@@](=O)(=CCl)c2ccc(C#N)cc2)c2ccc(C)cc2)cc1.

=====

C23H20CoN7O10 as an isolated structure, computed with ωB97M-V with the def2-TZVPD basis set.

```
61
Properties=species:S:1:pos:R:3:mulliken_charge:R:1
Co 0.105 -0.475 -0.297 1.957
C -2.527 -0.527 1.892 -0.893
N -2.318 0.923 1.836 -0.340
C -1.375 1.392 2.816 -1.360
C 0.039 0.867 2.750 -0.076
N 0.702 0.360 1.745 0.599
C 1.977 0.069 2.233 0.285
C 3.072 -0.536 1.622 -0.058
C 4.221 -0.702 2.370 -1.281
C 4.302 -0.270 3.698 -0.505
C 3.223 0.324 4.325 -1.040
C 2.064 0.469 3.574 0.454
N 0.816 0.968 3.871 -0.165
C -2.746 -1.099 0.535 0.062
N -1.787 -1.463 -0.273 0.260
C -2.405 -2.004 -1.394 0.486
C -1.856 -2.587 -2.533 -0.391
C -2.734 -3.047 -3.494 -0.677
C -4.121 -2.945 -3.331 -0.393
C -4.679 -2.395 -2.193 -1.046
C -3.796 -1.926 -1.229 0.431
N -3.976 -1.355 0.016 -0.115
H -3.401 -0.736 2.519 0.515
H -1.661 -1.054 2.310 0.215
H -1.980 1.197 0.904 0.459
H -1.760 1.156 3.816 0.509
H -1.325 2.481 2.728 0.381
H 3.008 -0.897 0.604 0.679
H 5.082 -1.182 1.922 0.439
H 5.221 -0.417 4.251 0.399
H 3.274 0.650 5.357 0.411
H 0.515 1.332 4.756 0.254
H -0.785 -2.644 -2.654 0.313
H -2.344 -3.490 -4.400 0.383
H -4.772 -3.312 -4.114 0.369
H -5.752 -2.326 -2.064 0.384
H -4.846 -1.064 0.425 0.232
O -2.310 3.150 -4.660 -0.651
C -1.980 2.381 -3.785 0.416
C -1.398 1.000 -3.991 -0.055
O -1.474 0.328 -5.003 -0.680
C -0.815 0.639 -2.691 1.656
C -1.274 1.553 -1.704 -0.070
O -0.972 1.359 -0.472 -0.633
C -2.055 2.623 -2.299 0.053
O -2.656 3.528 -1.734 -0.725
O -0.064 -0.332 -2.372 -1.203
N 3.898 2.645 0.267 -0.509
C 4.159 2.023 -1.030 -0.551
C 2.831 1.764 -1.748 0.619
O 2.707 1.852 -2.932 -0.592
O 1.817 1.453 -0.924 -0.323
H 4.735 2.722 0.828 0.192
H 2.139 1.490 -0.006 0.063
H 3.523 3.578 0.132 0.188
H 4.637 1.051 -0.876 0.272
H 4.799 2.609 -1.692 0.345
O 1.771 -3.922 0.595 -0.759
N 1.272 -2.813 0.458 1.155
O 1.601 -2.064 -0.522 -0.750
O 0.430 -2.352 1.265 -0.596
```

As for the multiplicity: 4. The HOMO-LUMO gap (spin up / spin down) comes out at 5.95 / 5.95 eV. The value obtained for the total energy is -3407.0248 Eh. As for the LUMO energy (spin up / spin down): 0.076 / 0.076 hartree. The charge is -1.